# 1
{"formula": "CH4N2O2", "method": "wB97M-V/def2-TZVPD", "homo_energy_ev": -10.2, "multiplicity": 1, "total_charge": 0, "homo_lumo_gap_ev": 11.08, "smiles": "N#[N+][O-].CO", "relative_energy_kcal_mol": 56.1, "elements": ["N", "N", "O", "C", "O", "H", "H", "H", "H"], "positions_angstrom": [[1.316, 1.758, 1.135], [0.499, 1.679, 1.875], [-0.294, 1.582, 2.706], [-0.573, -1.137, -0.913], [0.659, -0.525, -0.526], [-0.437, -1.382, -2.017], [-1.298, -0.282, -0.856], [-0.757, -1.887, -0.174], [0.883, 0.193, -1.232]], "nbo_charge": [-0.090, 0.437, -0.347, -0.250, -0.736, 0.170, 0.160, 0.195, 0.462]}

=====

# 2
{"formula": "C37H75F3N4O13", "method": "wB97M-V/def2-TZVPD", "homo_energy_ev": -8.8, "multiplicity": 1, "total_charge": 0, "homo_lumo_gap_ev": 9.31, "smiles": "CCOC(=O)C(F)(F)F.CN(C)C=O.CN(C)C=O.CN(C)C=O.CN(C)C=O.CC(C)=O.CC(C)=O.CC(C)=O.CC(C)=O.CC(C)=O.CC(C)=O.CC(C)=O", "elements": ["C", "C", "O", "C", "O", "C", "F", "F", "F", "H", "H", "H", "H", "H", "C", "N", "C", "C", "O", "H", "H", "H", "H", "H", "H", "H", "C", "N", "C", "C", "O", "H", "H", "H", "H", "H", "H", "H", "C", "N", "C", "C", "O", "H", "H", "H", "H", "H", "H", "H", "C", "N", "C", "C", "O", "H", "H", "H", "H", "H", "H", "H", "C", "C", "C", "O", "H", "H", "H", "H", "H", "H", "C", "C", "C", "O", "H", "H", "H", "H", "H", "H", "C", "C", "C", "O", "H", "H", "H", "H", "H", "H", "C", "C", "C", "O", "H", "H", "H", "H", "H", "H", "C", "C", "C", "O", "H", "H", "H", "H", "H", "H", "C", "C", "C", "O", "H", "H", "H", "H", "H", "H", "C", "C", "C", "O", "H", "H", "H", "H", "H", "H"], "positions_angstrom": [[0.434, -1.905, 0.292], [-0.576, -0.712, 0.295], [-0.710, -0.161, -1.007], [-1.300, 0.996, -1.132], [-1.759, 1.738, -0.301], [-1.504, 1.238, -2.651], [-2.773, 0.697, -2.889], [-1.545, 2.537, -2.874], [-0.633, 0.691, -3.522], [0.195, -2.636, -0.482], [0.424, -2.515, 1.228], [1.450, -1.596, 0.187], [-0.241, 0.023, 1.008], [-1.527, -1.141, 0.617], [-1.307, 5.171, -0.103], [-1.227, 5.552, -1.463], [-0.177, 6.490, -1.864], [-2.023, 5.019, -2.369], [-1.842, 5.136, -3.592], [-2.069, 4.378, -0.010], [-1.439, 5.995, 0.568], [-0.474, 4.559, 0.170], [-0.139, 7.351, -1.174], [0.837, 6.046, -1.837], [-0.437, 6.852, -2.847], [-2.770, 4.337, -1.962], [5.230, -2.100, -2.142], [4.746, -0.734, -2.019], [3.700, -0.375, -2.948], [5.422, 0.144, -1.295], [5.264, 1.357, -1.399], [5.635, -2.360, -3.153], [4.448, -2.840, -1.945], [5.987, -2.214, -1.392], [3.426, 0.673, -2.993], [3.920, -0.705, -3.935], [2.765, -0.948, -2.644], [6.096, -0.304, -0.578], [-1.338, -2.958, -2.851], [-2.367, -2.506, -3.720], [-2.098, -2.482, -5.185], [-3.624, -2.174, -3.271], [-4.598, -2.070, -3.989], [-1.748, -2.739, -1.849], [-0.433, -2.337, -2.902], [-1.131, -4.028, -2.953], [-1.219, -1.781, -5.476], [-1.828, -3.553, -5.444], [-3.094, -2.295, -5.658], [-3.626, -2.017, -2.199], [-3.068, 0.639, -6.588], [-2.247, 1.834, -6.117], [-2.956, 3.095, -5.842], [-0.879, 1.828, -6.352], [-0.171, 0.925, -6.773], [-3.559, 0.939, -7.509], [-3.846, 0.334, -5.876], [-2.370, -0.149, -6.807], [-3.648, 3.469, -6.612], [-3.482, 2.998, -4.879], [-2.279, 3.826, -5.492], [-0.420, 2.822, -6.001], [0.388, 0.806, 4.745], [1.397, 1.881, 4.572], [0.995, 3.023, 3.598], [2.481, 1.890, 5.110], [-0.594, 1.242, 5.012], [0.672, 0.067, 5.462], [0.259, 0.316, 3.798], [0.014, 3.445, 3.819], [0.894, 2.602, 2.605], [1.819, 3.749, 3.610], [3.061, -1.661, 4.855], [1.730, -2.281, 5.204], [1.552, -2.615, 6.645], [0.915, -2.550, 4.341], [2.987, -1.063, 3.949], [3.922, -2.377, 4.682], [3.468, -0.977, 5.626], [2.458, -2.747, 7.249], [0.827, -3.476, 6.707], [0.960, -1.764, 7.095], [-5.288, -4.197, 0.449], [-4.096, -3.501, 0.994], [-3.074, -4.316, 1.752], [-3.917, -2.296, 0.772], [-5.797, -3.664, -0.337], [-5.990, -4.463, 1.185], [-4.936, -5.092, -0.042], [-3.499, -4.977, 2.530], [-2.399, -3.605, 2.237], [-2.464, -4.908, 1.057], [-4.879, 1.939, 4.501], [-3.947, 1.696, 3.328], [-4.508, 1.396, 2.005], [-2.737, 1.755, 3.522], [-4.654, 1.111, 5.182], [-5.897, 1.959, 4.167], [-4.682, 2.907, 4.912], [-5.513, 1.765, 1.875], [-4.533, 0.305, 1.845], [-3.848, 1.716, 1.165], [2.214, -5.850, 1.249], [0.692, -5.958, 1.212], [0.151, -6.333, 2.577], [0.015, -5.871, 0.200], [2.545, -5.216, 2.087], [2.527, -5.429, 0.291], [2.649, -6.824, 1.265], [-0.933, -6.563, 2.574], [0.393, -5.482, 3.226], [0.673, -7.194, 2.992], [1.837, 3.452, -2.028], [1.900, 3.253, -0.520], [2.510, 4.338, 0.306], [1.462, 2.264, 0.006], [2.246, 4.369, -2.369], [0.828, 3.284, -2.390], [2.492, 2.660, -2.457], [3.581, 4.167, 0.403], [2.077, 4.277, 1.308], [2.378, 5.349, -0.103], [3.394, 0.701, 2.063], [4.702, -0.104, 2.109], [5.960, 0.607, 2.585], [4.716, -1.248, 1.880], [3.205, 1.429, 2.875], [2.588, 0.004, 2.103], [3.384, 1.183, 1.094], [6.846, 0.046, 2.273], [5.935, 0.646, 3.686], [6.006, 1.650, 2.224]], "mulliken_charge": [-1.118, 0.306, 0.494, -0.777, -0.334, 1.078, -0.257, 0.039, -0.195, 0.151, 0.241, 0.282, 0.035, 0.002, -0.709, 0.225, -0.826, 0.077, -0.676, 0.115, 0.374, 0.146, 0.337, 0.092, 0.333, 0.433, -0.902, 0.292, -0.713, 0.151, -0.654, 0.298, 0.285, 0.329, 0.005, 0.371, 0.245, 0.302, -0.490, 0.246, -1.007, 0.146, -0.653, -0.190, 0.161, 0.412, 0.203, 0.372, 0.334, 0.443, -1.024, 0.271, -0.943, 0.122, -0.591, 0.382, 0.322, 0.265, 0.304, 0.266, 0.329, 0.299, -0.352, 0.528, -0.303, -0.591, 0.437, -0.072, -0.088, 0.455, -0.368, 0.375, -0.192, 0.510, -1.170, -0.461, -0.523, 0.436, 0.398, 0.353, 0.326, 0.290, -1.407, 0.667, -0.745, -0.484, 0.350, 0.400, 0.397, 0.461, 0.163, 0.193, -1.266, 0.737, -0.330, -0.464, 0.296, 0.360, 0.324, 0.446, 0.052, -0.150, -1.145, 0.894, -0.957, -0.558, 0.266, 0.258, 0.461, 0.242, 0.153, 0.418, -0.593, 0.824, -1.067, 0.178, 0.479, -0.134, -0.217, 0.392, -0.065, 0.415, 0.132, 0.900, -1.574, -0.497, 0.002, -0.150, -0.007, 0.417, 0.356, 0.329]}

=====

What is the formula in the second record? C37H75F3N4O13

=====

Number 1 is which compound? CH4N2O2